C22H36N8O6 | ωB97M-V/def2-TZVPD

Results
Structure (SMILES) = COC(=O)OC.COC(=O)OC.CC#N.CC#N.CC#N.CC#N.CC#N.CC#N.CC#N.CC#N
Net charge = 0
Frontier orbital gap = 11.4 eV
2S+1 = 1
Highest occupied orbital energy = -10.89 eV
Lowest unoccupied orbital energy = 0.54 eV

Structure (XYZ):
```
72
Properties=species:S:1:pos:R:3:forces:R:3
H -3.526 1.972 -2.925 -0.40 -0.63 0.05
H 3.353 -0.503 1.216 -0.38 -0.41 -1.78
H -1.185 -4.864 -4.782 -0.29 0.05 0.65
H 1.332 -2.876 -1.319 -0.35 0.09 0.49
O 4.995 -3.352 -1.962 -0.01 1.06 0.74
H -2.920 -4.548 -4.707 0.27 -0.30 0.27
O 0.449 2.484 0.872 -1.21 -0.26 0.29
H -0.181 -1.062 2.445 -0.42 -0.21 -0.10
O 3.367 -2.144 -0.919 0.60 0.95 0.49
H 0.847 1.369 -2.914 0.44 0.28 0.36
C -3.964 1.667 0.663 1.65 -1.10 -1.31
H -1.246 7.695 -3.473 -0.17 -0.32 0.24
H -1.223 0.425 4.898 0.42 0.62 -0.22
N -0.781 -1.251 -2.854 -0.27 -0.19 -0.48
H -0.548 -1.463 0.720 -0.30 -0.91 0.22
H -1.409 -1.220 5.124 0.23 -1.07 0.17
N -3.213 1.449 -0.200 -1.18 0.58 1.30
C 3.335 -0.251 2.229 -0.40 -0.31 1.79
H 6.099 -2.659 -0.216 -0.60 0.42 -1.28
C 1.553 -3.120 -2.331 0.22 -0.40 -2.66
C -0.724 -0.779 1.535 1.57 -0.85 0.06
C -3.464 3.865 -3.707 0.19 -0.17 0.44
H 3.306 -4.023 2.660 -0.10 -0.11 0.39
H -2.434 6.605 -2.612 -0.13 0.66 -0.17
C 6.003 -2.475 -1.332 0.09 -2.08 0.61
O -0.963 1.797 2.545 1.77 -1.04 -2.89
N 5.066 -1.763 3.438 1.29 -1.32 0.84
H -1.750 -0.626 1.679 -1.47 0.31 0.35
C -4.859 1.843 1.784 -0.45 1.49 -0.38
H 1.267 0.408 -1.398 0.46 0.34 -0.16
H 3.254 -4.827 4.250 0.18 0.69 0.32
H 0.846 -3.811 -2.815 0.43 -0.07 0.67
O 2.903 -3.683 -2.462 -0.65 0.29 0.34
H -0.100 1.474 -1.404 -0.45 0.30 0.11
C -1.990 -4.326 -2.848 0.35 0.20 1.33
H -1.293 7.644 -1.663 -0.05 -0.55 -0.75
C 3.731 -2.959 -1.720 0.50 -1.31 -0.16
C -0.265 1.539 1.532 -1.54 0.80 2.78
C -0.569 5.863 -2.637 1.52 -0.96 -0.64
C -0.238 -0.295 -2.534 -0.57 -0.20 0.44
H -2.202 2.309 -4.022 1.07 -0.72 -0.78
C -0.058 3.822 1.090 -0.45 0.86 -0.90
O -0.084 0.338 0.988 0.78 2.77 -0.44
N -1.928 -3.943 -1.761 -0.09 -0.26 -0.93
H 5.765 -1.462 -1.596 0.22 0.44 0.11
C 0.495 0.838 -2.031 0.30 -0.27 -0.43
H -1.127 3.986 0.808 0.67 -0.86 0.36
H 0.100 4.221 2.079 0.08 -0.45 0.51
H 3.642 0.785 2.320 -0.01 0.12 0.24
N -3.979 4.845 -3.971 -0.58 1.13 -0.47
C -2.793 2.684 -3.240 -0.43 0.55 1.18
C -1.866 -0.293 5.372 1.07 0.85 -0.23
H 6.930 -2.873 -1.763 -0.18 0.60 -0.06
C 2.034 -3.073 3.966 -2.94 3.69 1.60
N 1.404 -2.121 4.272 2.10 -2.97 -0.95
C -3.145 -0.175 4.773 -3.25 -0.35 -0.48
H 1.947 -5.036 3.189 0.00 0.83 0.06
H 0.478 4.475 0.406 0.38 -0.28 -0.15
H -4.750 1.147 2.587 0.33 -0.61 0.29
H -4.699 2.858 2.158 0.06 -0.12 0.19
H -2.254 -6.031 -3.954 -0.08 -0.23 -0.15
H 1.559 -2.260 -3.022 -0.16 -0.02 0.82
N -4.248 -0.170 4.403 1.77 0.18 0.30
C -2.077 -4.979 -4.138 -0.21 0.44 -1.04
C 2.667 -4.260 3.527 0.67 -2.15 -1.40
H 2.337 -0.433 2.696 0.75 0.31 -0.53
C 4.298 -1.135 2.891 -1.23 1.64 -0.71
H -5.878 1.841 1.422 -0.30 -0.21 -0.09
N 0.119 4.936 -2.796 -1.32 1.51 0.54
H -2.242 2.950 -2.332 0.25 -0.16 -0.37
C -1.435 7.056 -2.601 0.06 -0.42 0.77
H -1.875 -0.068 6.425 -0.14 -0.22 0.39
```
Forces are in eV/Å.

Here are the Löwdin charges for atoms 1 to 5, given in e: atom 1 (H): 0.065, atom 2 (H): 0.040, atom 3 (H): 0.088, atom 4 (H): 0.075, atom 5 (O): -0.009



C3H9N2O2 | ωB97M-V/def2-TZVPD

Results
Net charge = +1
Frontier orbital gap = 9.0 eV
2S+1 = 1
Highest occupied orbital energy = -14.57 eV
Lowest unoccupied orbital energy = -5.58 eV
Energy above the lowest of the compared OMol25 structures with the same formula, charge and spin = 8.610 eV

Structure (XYZ):
```
16
Properties=species:S:1:pos:R:3:forces:R:3
H -0.081 -2.006 -0.566 2.80 -2.79 -2.20
H 1.767 0.511 1.441 -0.91 -0.43 -0.28
H 1.356 -0.640 -1.315 0.90 -0.12 -1.74
H 3.028 0.054 0.665 0.33 -0.89 -0.79
N -0.556 -0.330 -0.585 2.50 4.94 -0.81
H -2.593 -0.892 0.862 1.19 0.44 0.01
H 1.464 1.197 -0.903 -0.33 0.82 -0.93
O -0.710 -1.546 -0.122 -3.69 0.58 3.11
O -1.128 1.789 -0.395 -0.03 -0.23 0.07
C 1.414 0.172 -0.654 -1.81 -1.21 1.05
N -1.356 0.626 -0.163 0.57 -2.87 -0.47
H -3.444 0.218 -0.007 -0.28 0.69 -1.24
H -2.701 0.912 1.416 0.58 -1.70 -1.65
C 1.960 -0.208 0.618 -0.48 -1.00 2.51
C -2.522 0.151 0.529 -2.46 1.67 3.63
H 1.672 -1.302 0.903 1.13 2.10 -0.28
```
Forces are in eV/Å.

Here are the Löwdin charges for atoms 1 to 5, given in e: atom 1 (H): 0.076, atom 2 (H): 0.112, atom 3 (H): 0.083, atom 4 (H): 0.125, atom 5 (N): -0.015



C37H41Br2CsN8O4 | ωB97M-V/def2-TZVPD

Results
Net charge = -2
Frontier orbital gap = 4.7 eV
2S+1 = 1
Highest occupied orbital energy = -0.99 eV
Lowest unoccupied orbital energy = 3.73 eV
Energy above the lowest of the compared OMol25 structures with the same formula, charge and spin = 2.778 eV

Structure (XYZ):
```
93
Properties=species:S:1:pos:R:3:forces:R:3
H 1.396 7.638 3.443 0.05 -0.02 -0.11
C -2.161 1.614 -4.816 -0.10 -0.23 0.17
C -0.596 5.668 6.058 -0.03 0.12 0.32
H 1.917 -3.386 -5.365 0.06 -0.02 -0.01
H -4.211 1.452 -5.397 -0.12 0.03 0.01
H -2.503 1.189 -0.533 -0.03 0.11 0.14
O 1.012 -3.354 -0.162 1.64 -1.83 0.83
H 6.288 -6.032 -0.875 -0.01 -0.04 0.04
C 5.978 -5.024 -1.115 0.12 0.00 -0.06
H -3.138 -1.082 -3.359 -0.04 -0.15 0.13
H 1.340 -1.325 6.946 0.01 0.06 0.04
C 0.304 5.820 3.809 -0.17 0.30 0.98
C 0.431 4.133 1.906 0.45 1.50 -0.60
H -3.594 -1.247 0.153 -0.06 0.06 0.07
C 0.407 0.916 -4.330 0.23 0.10 0.27
C 0.994 -3.094 -4.879 -0.05 -0.16 0.03
H -3.053 1.020 1.618 -0.12 0.07 -0.25
N -0.611 0.046 -3.896 0.30 0.53 -0.05
C -1.160 2.040 -5.707 -0.08 0.03 -0.32
N 2.196 -3.744 -0.445 -1.15 -0.69 0.31
C -0.459 -1.306 -4.070 -0.09 -0.56 -0.77
H 4.031 -5.233 -0.227 0.03 -0.04 0.02
C 0.181 2.866 2.476 -0.55 -1.03 0.63
H -3.415 -2.827 -3.258 0.00 0.03 0.04
C -2.717 -2.012 -2.982 -0.13 0.12 -0.03
N 3.054 -2.826 -0.693 -0.20 -0.42 0.21
H -0.724 -2.426 2.619 -0.08 -0.04 -0.10
H -3.575 3.097 -5.482 0.00 0.10 0.00
H -1.839 -4.363 -3.612 -0.10 -0.03 0.06
H -1.308 1.040 3.742 0.23 -0.13 -0.17
H -2.292 -3.143 0.136 0.04 0.03 0.09
H -1.171 5.115 6.791 -0.02 0.00 -0.02
N 0.045 0.594 2.156 0.33 0.47 -0.03
C 6.439 -2.889 -2.103 0.19 -0.16 -0.03
C 0.839 7.071 4.177 0.01 -0.28 -0.21
C 0.535 5.371 2.466 0.03 -0.80 -1.11
H 1.465 -3.643 6.090 0.00 -0.01 0.04
C 0.263 -0.592 5.252 -0.02 -0.40 -0.16
H -1.400 -3.636 -1.298 0.04 -0.11 0.01
N -2.598 -1.928 -1.527 -0.23 -0.07 -0.11
H 1.440 -1.023 -5.031 -0.04 0.04 0.12
N -3.173 1.904 -0.242 0.14 0.09 0.16
O 2.840 -1.562 -0.676 2.42 0.32 0.82
C 6.847 -4.176 -1.787 0.10 0.00 -0.15
C -0.448 5.148 4.788 0.08 -0.02 -0.34
C -0.251 -2.206 3.564 -0.05 0.07 0.08
C -3.785 -1.363 -0.914 -0.01 0.06 0.02
C -1.395 -2.288 -3.659 -0.17 0.11 -0.19
H -0.005 2.826 3.546 0.06 -0.12 -0.06
N 0.233 1.812 1.721 0.20 -0.31 -0.07
C 0.689 7.586 5.444 -0.05 0.12 0.26
H -2.415 0.712 -2.889 0.00 0.00 0.16
C -1.836 0.755 -3.802 -0.64 0.22 0.07
H -4.009 -0.384 -1.335 0.02 0.05 -0.03
H 0.960 2.505 -5.617 0.14 0.11 0.01
H -2.651 2.775 -0.162 -0.08 -0.26 -0.05
H -4.674 -2.009 -1.041 0.01 -0.03 -0.05
H 7.829 -4.518 -2.084 0.06 -0.04 0.02
C 0.735 -1.761 -4.674 0.01 0.33 -0.02
H 0.438 -4.200 3.902 0.03 -0.07 -0.03
C 4.318 -3.288 -1.055 1.37 -0.60 -0.44
H -0.962 4.232 4.543 0.02 -0.06 -0.04
H 0.253 -5.099 -4.668 0.00 -0.11 0.06
C 0.155 1.878 -5.261 0.31 -0.40 -0.09
H -1.395 2.605 -6.596 -0.03 0.20 -0.03
H 0.880 6.156 1.804 -0.08 -0.05 -0.09
H -3.157 -3.951 -1.190 0.06 0.04 -0.03
C 0.069 -4.049 -4.492 0.08 -0.18 -0.07
H -3.951 2.371 -3.910 -0.09 0.01 0.09
C -2.347 -3.234 -0.947 0.08 0.04 0.07
C -1.104 -3.622 -3.899 0.18 -0.23 -0.18
H -4.529 1.034 0.916 0.19 0.20 0.04
Cs 0.572 -1.181 -1.200 -3.94 2.79 -0.90
C -1.051 0.121 3.133 0.19 0.47 0.37
N -3.703 1.610 1.069 -0.12 -0.20 -0.03
H 0.078 -0.083 1.395 -0.14 0.27 0.22
H -0.137 7.279 7.408 -0.02 0.00 0.01
Br 1.926 1.117 -3.079 0.38 0.60 -0.50
C -3.554 2.174 -4.905 0.04 -0.11 -0.01
C 0.387 -3.193 4.291 0.02 -0.17 -0.08
H 4.855 -1.440 -1.971 -0.08 0.08 0.02
O 0.246 0.668 5.790 -0.04 0.18 -0.12
H 1.132 8.545 5.684 -0.01 0.01 0.02
H 7.103 -2.232 -2.649 0.03 0.06 0.00
O -2.040 -0.331 2.430 -0.49 -0.47 -0.16
Br 0.763 4.063 0.009 0.03 0.22 0.19
C 0.895 -1.585 5.994 -0.02 0.20 0.09
C 0.958 -2.880 5.513 0.06 -0.06 0.01
C -0.329 -0.900 4.023 -0.08 0.06 0.15
C 5.187 -2.439 -1.739 -0.44 0.10 0.24
C -0.024 6.884 6.406 0.00 -0.05 0.03
H -0.177 1.251 5.145 0.02 -0.03 0.10
C 4.721 -4.589 -0.749 -0.10 0.05 0.08
```
Forces are in eV/Å.

Here are the Löwdin charges for atoms 1 to 5, given in e: atom 1 (H): 0.104, atom 2 (C): -0.327, atom 3 (C): -0.099, atom 4 (H): 0.097, atom 5 (H): 0.067



C5H8O | ωB97M-V/def2-TZVPD

Results
Structure (SMILES) = C=C/C=C(/C)O
Net charge = 0
Frontier orbital gap = 9.0 eV
2S+1 = 1
Highest occupied orbital energy = -8.20 eV
Lowest unoccupied orbital energy = 0.82 eV
Energy above the lowest of the compared OMol25 structures with the same formula, charge and spin = 2.287 eV

Structure (XYZ):
```
14
Properties=species:S:1:pos:R:3:forces:R:3
H -0.281 0.970 -1.431 -0.53 -0.23 -0.11
O -0.438 -0.663 1.482 0.02 -0.60 0.11
C -2.267 0.311 0.357 -0.14 0.04 0.63
C 1.340 -0.342 -0.867 -0.76 1.23 2.34
H 2.372 1.474 -0.516 -0.18 0.52 -1.15
H 1.470 -1.319 -0.394 0.24 -0.73 -1.59
H -2.501 1.137 -0.308 -0.08 -0.39 -0.54
H 0.457 -1.024 1.427 -0.04 0.28 -0.14
C -0.021 0.218 -0.701 0.96 0.16 0.21
H -2.742 0.583 1.301 0.65 0.03 0.36
C -0.803 -0.001 0.360 -0.49 0.35 -0.15
C 2.401 0.474 -0.927 0.42 -1.17 0.01
H 3.346 0.015 -1.192 0.34 0.25 0.58
H -2.727 -0.650 0.122 -0.39 0.26 -0.56
```
Forces are in eV/Å.

Here are the Löwdin charges for atoms 1 to 5, given in e: atom 1 (H): 0.106, atom 2 (O): 0.059, atom 3 (C): -0.031, atom 4 (C): -0.195, atom 5 (H): 0.065



C4H9N | ωB97M-V/def2-TZVPD

Results
Net charge = -1
Frontier orbital gap (spin up / spin down) = 3.3 / 7.8 eV
2S+1 = 2
Highest occupied orbital energy (spin up / spin down) = 1.02 / -3.63 eV
Lowest unoccupied orbital energy (spin up / spin down) = 4.30 / 4.18 eV
Energy above the lowest of the compared OMol25 structures with the same formula, charge and spin = 0.447 eV

Structure (XYZ):
```
14
Properties=species:S:1:pos:R:3:forces:R:3
H 1.191 0.928 2.653 -0.15 -0.03 0.26
C 1.331 0.216 1.842 0.25 0.58 -0.76
H -0.567 0.833 1.149 -0.09 0.30 -0.44
H 1.161 -0.801 2.191 0.04 -0.04 0.23
H -0.350 1.170 -1.878 0.28 0.12 0.23
H -1.970 0.553 -2.462 0.07 -0.13 0.06
H -0.267 -1.554 0.555 0.61 -0.26 0.47
N -1.119 -0.635 -0.984 0.13 -0.05 0.60
C 0.365 0.517 0.667 0.10 -0.81 1.23
H 0.911 -1.044 -0.742 0.22 -0.09 0.29
C 0.037 -0.752 -0.110 -1.16 0.24 -1.37
C -1.134 0.424 -1.769 -0.28 0.24 -0.76
H 2.380 0.330 1.556 0.02 -0.28 -0.11
H 0.750 1.277 -0.007 -0.04 0.21 0.10
```
Forces are in eV/Å.

Here are the Löwdin charges for atoms 1 to 5, given in e: atom 1 (H): 0.045, atom 2 (C): -0.154, atom 3 (H): 0.093, atom 4 (H): 0.050, atom 5 (H): -0.053



C19H21N3OS | ωB97M-V/def2-TZVPD

Results
Structure (SMILES) = CN1CCN(C(=S)NC(=O)c2ccc(-c3ccccc3)cc2)CC1
Net charge = 0
Frontier orbital gap = 8.4 eV
2S+1 = 1
Highest occupied orbital energy = -8.35 eV
Lowest unoccupied orbital energy = 0.07 eV
Energy above the lowest of the compared OMol25 structures with the same formula, charge and spin = 0.446 eV

Structure (XYZ):
```
45
Properties=species:S:1:pos:R:3:forces:R:3
H -2.265 1.491 -2.031 -0.07 0.01 -0.07
N 0.612 -2.697 -0.947 -0.01 -0.06 0.02
H -1.379 -2.289 -0.535 -0.09 0.04 0.06
H -6.973 -0.809 0.704 -0.08 -0.03 0.01
C 2.068 2.181 -0.605 0.05 -0.04 -0.08
H 1.607 -4.069 0.249 0.11 0.00 -0.02
C -4.027 0.704 1.368 0.06 0.00 -0.06
H -1.335 0.395 1.992 -0.02 -0.05 0.08
C -5.282 -0.771 -0.609 -0.09 -0.03 -0.05
H 0.063 -0.803 -1.637 0.04 -0.03 -0.01
C -5.328 0.271 1.548 -0.06 -0.03 0.07
C 0.689 1.675 -0.392 -0.47 0.12 0.00
H 3.947 1.968 0.100 -0.19 -0.09 0.05
H -5.767 -1.351 -1.380 -0.03 -0.05 -0.05
H 3.564 -2.451 0.749 -0.11 0.05 0.05
C 0.283 1.175 0.842 0.06 0.12 -0.10
H 0.068 2.231 -2.358 0.02 0.07 -0.08
H 2.018 -2.050 1.497 0.11 -0.02 -0.06
C -0.461 -2.512 0.007 0.03 -0.01 0.02
O 2.310 3.209 -1.196 -0.06 0.07 -0.05
C 3.081 0.184 0.543 0.07 -0.49 0.30
C -5.958 -0.469 0.561 -0.06 -0.02 0.00
C 0.860 -1.533 -1.789 0.05 -0.01 -0.25
H -0.282 -1.704 0.728 -0.02 -0.03 0.02
N 3.095 1.440 -0.055 0.31 0.27 -0.33
C 2.532 -2.146 0.536 -0.14 -0.53 0.12
C -1.957 0.867 -0.003 0.31 0.10 0.00
H 3.013 -1.437 -2.037 -0.04 0.12 0.01
H -5.852 0.513 2.460 -0.04 0.03 0.07
H -3.546 1.296 2.133 0.05 0.06 0.07
N 2.523 -0.846 -0.113 0.13 0.42 0.12
H -0.606 -3.444 0.552 -0.08 -0.04 0.06
S 3.798 -0.003 2.018 0.25 0.13 0.37
H 0.984 1.110 1.661 0.10 -0.04 0.08
C -1.028 0.785 1.033 -0.13 0.10 -0.08
C 1.835 -3.186 -0.351 0.08 0.12 -0.04
H 0.834 -1.848 -2.840 0.02 0.20 -0.01
H 2.499 -3.498 -1.162 0.05 -0.09 0.09
H -3.457 -0.581 -1.705 0.06 -0.02 -0.08
H 2.225 0.142 -1.933 0.06 -0.18 -0.03
C 2.223 -0.869 -1.528 -0.24 -0.04 -0.45
C -3.984 -0.331 -0.795 0.07 0.05 0.05
C -3.340 0.410 0.193 -0.27 -0.09 0.03
C -1.548 1.389 -1.230 -0.02 -0.04 0.07
C -0.246 1.806 -1.417 0.26 0.01 0.09
```
Forces are in eV/Å.

Here are the Löwdin charges for atoms 1 to 5, given in e: atom 1 (H): 0.119, atom 2 (N): -0.208, atom 3 (H): 0.083, atom 4 (H): 0.102, atom 5 (C): -0.444